Entry from OMol25: a cluster of 2 separate species, C3H4N3O2 in total in a non-equilibrium geometry (the ωB97M-V functional and the def2-TZVPD basis).

Positions of all 12 atoms, in Å:
C (0.958, 2.265, 0.162)
C (1.117, -1.558, -0.038)
C (-1.585, 0.438, -0.183)
N (0.380, 3.262, 0.437)
N (-0.828, -0.477, 0.088)
N (0.495, -0.404, -0.180)
O (2.298, -1.786, -0.222)
O (0.365, -2.622, 0.512)
H (1.581, 1.434, -0.150)
H (-2.707, 0.308, -0.024)
H (-1.485, 1.310, -0.830)
H (-0.589, -2.170, 0.429)

Output
Net charge: -1
Energy (eV): -11740.5510
Spin multiplicity: 1
Gap between HOMO and LUMO (eV): 8.209
Energy relative to the best compared isomer or geometry (same formula, charge and spin) (kcal per mole): 35.7

***

Entry from OMol25: a cluster of 2 separate species, C3H4N3S in total in a non-equilibrium geometry (the ωB97M-V functional and the def2-TZVPD basis).

Positions of all 11 atoms, in Å:
C (1.034, 0.748, 1.216)
C (0.209, 0.080, -0.639)
C (-0.636, -0.314, 0.320)
N (1.286, 0.720, -0.050)
N (-0.043, -0.018, 1.517)
N (0.303, -0.012, -2.082)
S (-3.289, -1.130, -0.065)
H (1.720, 1.030, 2.118)
H (-0.377, -0.119, 2.396)
H (0.469, -1.036, -2.290)
H (-0.675, 0.053, -2.441)

Output
Net charge: -1
Energy (eV): -18478.8938
Spin multiplicity: 1
Gap between HOMO and LUMO (spin up / spin down) (eV): 6.882 / 6.898
Energy relative to the best compared isomer or geometry (same formula, charge and spin) (kcal per mole): 82.7

***

Entry from OMol25: the molecule C3H4N4 in a non-equilibrium geometry (the ωB97M-V functional and the def2-TZVPD basis).

Positions of all 11 atoms, in Å:
N (-1.402, -2.285, -0.224)
C (-0.905, -1.250, -0.249)
C (-0.097, 0.050, -0.149)
N (0.654, -0.002, 1.129)
N (0.720, 0.046, -1.326)
C (-0.977, 1.235, -0.044)
N (-1.348, 2.279, 0.250)
H (0.421, -0.811, 1.645)
H (0.289, 0.727, 1.635)
H (1.369, 0.827, -1.240)
H (1.276, -0.817, -1.427)

Output
Energy (eV): -9134.6202
Spin multiplicity: 1
Gap between HOMO and LUMO (eV): 11.675
SMILES: N#CC(N)(N)C#N
Energy relative to the best compared isomer or geometry (same formula, charge and spin) (kcal per mole): 51.6

***

Entry from OMol25: the molecule C3H4N4 in a non-equilibrium geometry (the ωB97M-V functional and the def2-TZVPD basis).

Positions of all 11 atoms, in Å:
H (-1.391, -0.342, -2.536)
N (-0.422, -0.598, -2.245)
C (-0.258, -0.239, -1.089)
C (0.847, 0.291, -0.449)
C (0.880, 0.342, 0.895)
N (-0.142, 0.131, 1.676)
N (-1.411, 0.038, 1.014)
N (-1.340, 0.081, -0.252)
H (1.639, 0.096, -1.083)
H (1.759, 0.502, 1.386)
H (-0.161, -0.301, 2.682)

Output
Energy (eV): -9132.0859
Spin multiplicity: 1
Gap between HOMO and LUMO (eV): 9.092
SMILES: [H]/N=c1/cc[nH]nn1
Energy relative to the best compared isomer or geometry (same formula, charge and spin) (kcal per mole): 110.0

***

Entry from OMol25: the molecule C3H4N4 in a non-equilibrium geometry (the ωB97M-V functional and the def2-TZVPD basis).

Positions of all 11 atoms, in Å:
C (-0.632, -0.521, 0.213)
C (-0.286, 0.395, 1.350)
C (-0.956, -0.602, -2.136)
N (2.912, -0.395, 0.580)
N (1.998, 0.155, 0.960)
N (1.067, 0.878, 1.268)
N (-0.961, -0.283, -0.916)
H (-0.321, 0.020, 2.400)
H (-0.846, 1.381, 1.497)
H (-1.880, -0.420, -2.576)
H (-0.096, -0.608, -2.639)

Output
Energy (eV): -9130.4967
Spin multiplicity: 1
Gap between HOMO and LUMO (eV): 8.280
Energy relative to the best compared isomer or geometry (same formula, charge and spin) (kcal per mole): 146.7

***

Entry from OMol25: a cluster of 2 separate species, C3H4N4O in total in a non-equilibrium geometry (the ωB97M-V functional and the def2-TZVPD basis).

Positions of all 12 atoms, in Å:
O (0.610, -0.674, -1.161)
C (-0.104, -0.246, -0.351)
N (-0.219, -0.771, 0.917)
C (-1.117, -0.040, 1.666)
N (-1.656, 0.819, 0.895)
N (-0.928, 0.794, -0.274)
H (0.468, -1.326, 1.346)
H (-1.465, -0.269, 2.635)
H (-1.388, 1.287, -1.037)
C (1.981, 1.123, -2.253)
N (1.750, 2.089, -1.711)
H (2.409, 0.301, -2.802)

Output
Energy (eV): -11182.5379
Spin multiplicity: 1
Gap between HOMO and LUMO (eV): 10.111
SMILES: O=c1[nH]cn[nH]1.C#N
Energy relative to the best compared isomer or geometry (same formula, charge and spin) (kcal per mole): 33.0

***

Entry from OMol25: the molecule C3H4N4O in a non-equilibrium geometry (the ωB97M-V functional and the def2-TZVPD basis).

Positions of all 12 atoms, in Å:
C (-2.108, 0.037, -0.098)
N (-1.182, -0.976, -0.023)
C (0.037, -0.674, 0.206)
N (1.083, -1.539, 0.181)
N (2.255, -1.268, -0.063)
N (2.673, 0.008, -0.142)
C (1.724, 0.909, 0.024)
O (0.426, 0.716, 0.192)
H (-2.492, 0.406, 1.017)
H (-1.408, 0.929, -0.758)
H (-3.034, -0.617, -0.662)
H (2.025, 2.068, 0.126)

Output
Energy (eV): -11178.2283
Spin multiplicity: 1
Gap between HOMO and LUMO (eV): 8.947
SMILES: C/N=c1/nnnco1
Energy relative to the best compared isomer or geometry (same formula, charge and spin) (kcal per mole): 132.4

***

Entry from OMol25: the molecule C3H4N4O in a non-equilibrium geometry (the ωB97M-V functional and the def2-TZVPD basis).

Positions of all 12 atoms, in Å:
C (1.658, -0.127, 0.464)
N (0.421, -0.186, -0.039)
C (-0.103, 1.010, -0.393)
N (-1.425, 1.114, -0.257)
C (-2.173, -0.099, -0.038)
O (-3.240, -0.055, 0.492)
N (-1.507, -1.323, -0.451)
N (-0.244, -1.454, -0.268)
H (1.676, -0.393, 1.609)
H (2.237, -1.012, -0.300)
H (2.081, 0.863, 0.009)
H (0.618, 1.664, -0.827)

Output
Energy (eV): -11179.4157
Spin multiplicity: 1
Gap between HOMO and LUMO (eV): 9.075
SMILES: Cn1cnc(=O)nn1
Energy relative to the best compared isomer or geometry (same formula, charge and spin) (kcal per mole): 105.0

***

Entry from OMol25: the molecule C3H4N4O in a non-equilibrium geometry (the ωB97M-V functional and the def2-TZVPD basis).

Positions of all 12 atoms, in Å:
C (1.786, 0.751, 0.094)
C (1.155, -0.662, -0.034)
O (1.790, -1.701, -0.387)
N (-0.416, -0.567, 0.248)
N (-0.998, 0.572, -0.149)
C (-2.271, 0.258, -0.305)
N (-2.458, -1.058, -0.049)
N (-1.150, -1.576, 0.272)
H (1.640, 0.768, 1.294)
H (1.198, 1.605, -0.511)
H (2.772, 0.683, -0.139)
H (-3.047, 0.926, -0.334)

Output
Energy (eV): -11180.2791
Spin multiplicity: 1
Gap between HOMO and LUMO (eV): 10.665
SMILES: CC(=O)n1ncnn1
Energy relative to the best compared isomer or geometry (same formula, charge and spin) (kcal per mole): 85.1

***

Entry from OMol25: the molecule C3H4N4O in a non-equilibrium geometry (the ωB97M-V functional and the def2-TZVPD basis).

Positions of all 12 atoms, in Å:
C (2.563, -0.443, 0.129)
O (1.618, 0.755, 0.013)
C (0.347, 0.327, -0.186)
N (-0.483, 1.358, -0.266)
C (-1.693, 0.851, 0.241)
N (-2.070, -0.439, 0.159)
N (-1.137, -1.415, -0.070)
N (-0.021, -0.990, -0.193)
H (2.667, -0.984, -0.728)
H (3.404, 0.215, 0.568)
H (2.146, -0.967, 1.152)
H (-2.495, 1.687, 0.391)

Output
Energy (eV): -11179.4331
Spin multiplicity: 1
Gap between HOMO and LUMO (eV): 9.472
SMILES: COc1ncnnn1
Energy relative to the best compared isomer or geometry (same formula, charge and spin) (kcal per mole): 104.6

***

Entry from OMol25: the molecule C3H4N4O in a non-equilibrium geometry (the ωB97M-V functional and the def2-TZVPD basis).

Positions of all 12 atoms, in Å:
H (2.868, -0.935, 0.323)
N (1.791, -1.043, 0.463)
C (1.253, 0.045, -0.029)
N (1.921, 1.180, -0.176)
O (-0.078, 0.101, -0.082)
N (-0.835, -1.101, -0.311)
C (-2.074, -1.009, -0.058)
C (-2.883, 0.132, 0.177)
N (-3.492, 1.142, 0.231)
H (2.727, 1.262, 0.332)
H (1.471, 2.153, -0.409)
H (-2.671, -1.927, -0.462)

Output
Energy (eV): -11180.0930
Spin multiplicity: 1
Gap between HOMO and LUMO (eV): 8.920
SMILES: [H]/N=C(\N)O/N=C\C#N
Energy relative to the best compared isomer or geometry (same formula, charge and spin) (kcal per mole): 89.4

***

Entry from OMol25: the molecule C3H4N4O4S in a non-equilibrium geometry (the ωB97M-V functional and the def2-TZVPD basis).

Positions of all 16 atoms, in Å:
N (-0.133, -0.400, -2.510)
S (-0.018, 0.969, -1.649)
O (-0.644, 1.982, -2.433)
O (1.298, 1.263, -1.098)
C (-1.396, 0.680, -0.338)
O (-2.538, 0.829, -0.463)
N (-0.703, 0.276, 0.980)
N (-0.792, 0.682, 2.331)
N (0.164, 0.320, 3.002)
C (0.932, -0.667, 2.277)
C (0.319, -0.614, 0.844)
O (0.533, -1.306, -0.113)
H (0.131, -1.315, -2.236)
H (0.162, -0.519, -3.476)
H (0.751, -1.638, 2.606)
H (1.935, -0.544, 2.276)

Output
Energy (eV): -28157.5834
Spin multiplicity: 1
Gap between HOMO and LUMO (eV): 9.979
SMILES: NS(=O)(=O)C(=O)N1N=NCC1=O
Energy relative to the best compared isomer or geometry (same formula, charge and spin) (kcal per mole): 0.0